1.
The following is a quantum chemistry calculation of 2 unconnected molecules or ions with the total composition H4O2, from OMol25.

The geometry in XYZ format:
```
6
H4O2, DFT ωB97M-V/def2-TZVPD
H 0.390 -1.244 -0.693
H 0.453 0.521 0.657
O 0.305 1.267 0.054
O -0.432 -1.643 -0.461
H -0.951 -0.876 -0.249
H 0.235 1.975 0.693
```

Output
Energy above the lowest of the compared OMol25 structures with the same formula, charge and spin   0.192 eV
Gap between HOMO and LUMO   0.4524 Ha
SMILES   O.O
HOMO   -11.640 eV
Charge   0

=====

2.
The following is a quantum chemistry calculation of 2 unconnected molecules or ions with the total composition H4O2, from OMol25.

The geometry in XYZ format:
```
6
H4O2, DFT ωB97M-V/def2-TZVPD
H -1.213 -0.649 1.997
H -0.223 -1.023 0.910
H 0.606 -0.069 -1.094
O -0.993 -0.431 1.100
H 1.159 1.280 -1.842
O 0.664 0.891 -1.072
```

Output
Energy above the lowest of the compared OMol25 structures with the same formula, charge and spin   0.409 eV
Gap between HOMO and LUMO   0.4456 Ha
SMILES   O.O
HOMO   -11.349 eV
Charge   0

=====

3.
The following is a quantum chemistry calculation of 2 unconnected molecules or ions with the total composition H4O2, from OMol25.

The geometry in XYZ format:
```
6
H4O2, DFT ωB97M-V/def2-TZVPD
H 1.099 1.456 -0.164
H -0.511 -0.499 -0.653
O 0.448 0.965 0.345
O -0.987 -1.335 -0.716
H -0.570 -1.891 -0.053
H 0.522 1.303 1.241
```

Output
Energy above the lowest of the compared OMol25 structures with the same formula, charge and spin   0.056 eV
Gap between HOMO and LUMO   0.4206 Ha
SMILES   O.O
HOMO   -10.856 eV
Charge   0

=====

4.
The following is a quantum chemistry calculation of 2 unconnected molecules or ions with the total composition H4O2, from OMol25.

The geometry in XYZ format:
```
6
H4O2, DFT ωB97M-V/def2-TZVPD
H -0.144 0.685 1.614
H -0.728 -1.643 -0.538
O 0.474 0.945 0.911
O -0.313 -0.804 -0.840
H 0.050 0.471 0.119
H -0.465 -0.646 -1.763
```

Output
Energy above the lowest of the compared OMol25 structures with the same formula, charge and spin   0.273 eV
Gap between HOMO and LUMO   0.4012 Ha
SMILES   O.O
HOMO   -10.405 eV
Charge   0

=====

5.
The following is a quantum chemistry calculation of 2 unconnected molecules or ions with the total composition H4O2, from OMol25.

The geometry in XYZ format:
```
6
H4O2, DFT ωB97M-V/def2-TZVPD
H -1.792 0.106 -0.859
H -0.753 -0.872 -1.424
O 1.288 0.651 0.999
O -0.857 -0.119 -0.832
H 1.521 -0.009 1.657
H 0.593 0.243 0.460
```

Output
Energy above the lowest of the compared OMol25 structures with the same formula, charge and spin   0.028 eV
Gap between HOMO and LUMO   0.4226 Ha
SMILES   O.O
HOMO   -10.859 eV
Charge   0

=====

6.
The following is a quantum chemistry calculation of 2 unconnected molecules or ions with the total composition H4O2, from OMol25.

The geometry in XYZ format:
```
6
H4O2, DFT ωB97M-V/def2-TZVPD
H -0.828 0.872 0.234
H -0.824 1.334 1.676
H 0.900 -1.984 -0.570
O -1.046 1.620 0.790
O 0.527 -1.160 -0.882
H 1.270 -0.683 -1.249
```

Output
Energy above the lowest of the compared OMol25 structures with the same formula, charge and spin   0.097 eV
Gap between HOMO and LUMO   0.4405 Ha
SMILES   O.O
HOMO   -11.263 eV
Charge   0

=====

7.
The following is a quantum chemistry calculation of 2 unconnected molecules or ions with the total composition H4O2, from OMol25.

The geometry in XYZ format:
```
6
H4O2, DFT ωB97M-V/def2-TZVPD
H -1.242 0.825 -0.192
O -1.474 -0.075 0.020
H -0.521 -0.385 0.091
O 1.267 -0.060 -0.055
H 1.225 0.893 0.240
H 2.196 -0.248 0.142
```

Output
Energy above the lowest of the compared OMol25 structures with the same formula, charge and spin   0.285 eV
Gap between HOMO and LUMO   0.4157 Ha
SMILES   O.O
HOMO   -10.895 eV
Charge   0

=====

8.
The following is a quantum chemistry calculation of 2 unconnected molecules or ions with the total composition H4O2, from OMol25.

The geometry in XYZ format:
```
6
H4O2, DFT ωB97M-V/def2-TZVPD
H -2.445 0.695 -0.221
H 2.159 -0.061 0.506
O -1.768 0.918 -0.847
H -1.205 0.179 -0.615
O 1.837 -0.913 0.767
H 0.939 -0.849 0.972
```

Output
Energy above the lowest of the compared OMol25 structures with the same formula, charge and spin   0.361 eV
Gap between HOMO and LUMO   0.4538 Ha
SMILES   O.O
HOMO   -11.872 eV
Charge   0

=====

9.
The following is a quantum chemistry calculation of 2 unconnected molecules or ions with the total composition H4O2, from OMol25.

The geometry in XYZ format:
```
6
H4O2, DFT ωB97M-V/def2-TZVPD
H -0.761 -0.607 -0.201
O 0.899 0.491 -0.447
O -1.615 -0.822 0.386
H 1.220 1.318 -0.154
H 1.738 0.041 -0.767
H -1.482 -0.421 1.184
```

Output
Energy above the lowest of the compared OMol25 structures with the same formula, charge and spin   1.168 eV
Gap between HOMO and LUMO (alpha / beta)   0.4733 / 0.1866 Ha
Spin multiplicity   2
HOMO (alpha / beta)   -17.624 / -17.405 eV
Charge   +1

=====

10.
The following is a quantum chemistry calculation of 2 unconnected molecules or ions with the total composition H4O2, from OMol25.

The geometry in XYZ format:
```
6
H4O2, DFT ωB97M-V/def2-TZVPD
H 0.893 -1.091 2.221
H -0.465 0.837 -1.703
H 1.074 0.346 1.933
O -1.349 0.689 -2.073
H -1.452 -0.302 -1.935
O 1.299 -0.480 1.556
```

Output
Energy above the lowest of the compared OMol25 structures with the same formula, charge and spin   1.546 eV
Gap between HOMO and LUMO (alpha / beta)   0.5485 / 0.1173 Ha
Spin multiplicity   2
HOMO (alpha / beta)   -19.392 / -15.837 eV
Charge   +1

=====

11.
The following is a quantum chemistry calculation of 2 unconnected molecules or ions with the total composition H4O3Si, from OMol25.

The geometry in XYZ format:
```
8
H4O3Si, DFT ωB97M-V/def2-TZVPD
H 0.318 2.009 -0.897
H 1.915 -1.170 -1.026
O -1.946 -0.072 -0.247
H 0.203 -0.166 1.790
Si 0.563 -0.115 0.342
O 1.431 -1.351 -0.200
H -2.128 -0.135 -1.191
O 0.879 1.289 -0.469
```

Output
Energy above the lowest of the compared OMol25 structures with the same formula, charge and spin   0.669 eV
Gap between HOMO and LUMO (alpha / beta)   0.1984 / 0.3401 Ha
Spin multiplicity   3
HOMO (alpha / beta)   -4.833 / -11.702 eV
Charge   0

=====

12.
The following is a quantum chemistry calculation of 2 unconnected molecules or ions with the total composition H4OP2S, from OMol25.

The geometry in XYZ format:
```
8
H4OP2S, DFT ωB97M-V/def2-TZVPD
P -0.808 0.968 2.325
H 0.013 -0.064 2.110
H 1.097 0.379 -2.166
H 0.398 -1.718 -2.733
P 0.946 -0.825 -1.569
S -1.886 0.271 0.670
O 0.267 -0.849 -0.228
H -0.027 1.839 1.592
```

Output
Energy above the lowest of the compared OMol25 structures with the same formula, charge and spin   3.429 eV
Gap between HOMO and LUMO (alpha / beta)   0.2716 / 0.2587 Ha
HOMO (alpha / beta)   -8.650 / -8.713 eV
Charge   0

=====

13.
The following is a quantum chemistry calculation of 2 unconnected molecules or ions with the total composition H4OS, from OMol25.

The geometry in XYZ format:
```
6
H4OS, DFT ωB97M-V/def2-TZVPD
O 1.713 0.222 -0.996
H -2.197 -0.435 -0.142
H 2.033 1.059 -0.650
H 1.007 -0.028 -0.382
H -1.333 0.092 1.527
S -1.222 -0.911 0.644
```

Output
Energy above the lowest of the compared OMol25 structures with the same formula, charge and spin   0.000 eV
Gap between HOMO and LUMO   0.4033 Ha
SMILES   O.S
HOMO   -10.250 eV
Charge   0

=====

14.
The following is a quantum chemistry calculation of 2 unconnected molecules or ions with the total composition H4OS, from OMol25.

The geometry in XYZ format:
```
6
H4OS, DFT ωB97M-V/def2-TZVPD
H 0.850 1.164 0.015
H -1.073 -0.536 0.771
H 1.211 -0.740 -0.074
O -1.574 0.037 0.148
S 1.943 0.389 -0.116
H -1.357 -0.315 -0.744
```

Output
Energy above the lowest of the compared OMol25 structures with the same formula, charge and spin   0.097 eV
Gap between HOMO and LUMO   0.3862 Ha
SMILES   O.S
HOMO   -9.898 eV
Charge   0

=====

15.
The following is a quantum chemistry calculation of H4OSSi in the gas phase, from OMol25.

The geometry in XYZ format:
```
7
H4OSSi, DFT ωB97M-V/def2-TZVPD
H -0.796 -0.779 -1.572
H 1.205 0.040 1.549
H 0.737 -1.286 1.005
H -1.423 0.150 0.492
S 0.083 1.969 -1.507
O 0.838 -0.398 0.728
Si -0.643 0.305 -0.694
```

Output
Energy above the lowest of the compared OMol25 structures with the same formula, charge and spin   1.717 eV
Gap between HOMO and LUMO   0.2943 Ha
HOMO   -8.257 eV
Charge   0

=====

16.
The following is a quantum chemistry calculation of 3 unconnected molecules or ions with the total composition H4S2Si, from OMol25.

The geometry in XYZ format:
```
7
H4S2Si, DFT ωB97M-V/def2-TZVPD
Si -0.719 -0.498 -0.096
H 2.364 0.416 0.512
S -2.100 0.564 -1.090
H -2.219 -1.671 1.860
S -1.257 -0.905 1.980
H 1.206 0.717 0.572
H 0.767 -0.989 -0.121
```

Output
Energy above the lowest of the compared OMol25 structures with the same formula, charge and spin   3.703 eV
Gap between HOMO and LUMO   0.2853 Ha
HOMO   -9.221 eV
Charge   0

=====

17.
The following is a quantum chemistry calculation of 27 unconnected molecules or ions with the total composition H54O27, from OMol25.

The geometry in XYZ format:
```
81
H54O27, DFT ωB97M-V/def2-TZVPD
H -1.359 -2.812 0.872
O 0.121 -0.276 0.136
H 0.875 -2.159 -3.985
H -0.208 -1.265 -5.299
H 4.322 1.766 -0.271
O -2.840 -1.449 1.225
H -4.035 3.955 0.452
H -1.025 1.512 -2.148
H -3.171 1.393 3.518
O 2.096 -1.935 1.615
H -0.614 0.137 0.588
H 4.353 -3.547 2.843
O -1.362 1.936 0.915
H -0.174 2.084 4.524
O -1.985 -3.457 -2.126
O 4.472 -3.172 1.970
O 0.400 0.256 4.755
H -2.250 2.280 0.817
H 0.718 2.859 5.470
H -1.072 -3.246 -0.550
O -0.439 3.200 -1.484
H -0.372 -5.982 2.620
H -1.181 0.393 -5.457
H 2.070 3.374 -1.855
O 2.306 2.945 -2.677
O 3.174 0.418 -1.221
H 1.026 -2.791 -2.617
H 3.636 0.105 -1.999
H 2.509 -0.250 -1.053
O -0.074 2.941 4.939
H 0.382 -0.701 4.728
H 4.226 -1.542 -4.065
H 1.318 0.483 4.612
H -0.802 -2.506 -5.930
H 3.014 -0.684 3.661
H -3.716 3.372 -3.055
H -1.076 0.367 -3.137
H 4.017 0.327 4.175
H -0.391 2.797 -0.617
O -3.801 3.027 0.422
H 1.881 -5.128 -0.346
O -2.296 1.118 3.245
H -2.055 0.430 3.866
O 4.854 2.240 0.368
H -4.257 4.772 3.142
H -0.023 -0.075 -0.789
O -0.837 -3.429 0.360
H -3.707 -0.445 -2.207
O -1.880 0.535 -4.819
H 2.979 -1.216 -3.271
O -0.056 -5.113 2.371
H 0.910 -3.966 -0.368
H -3.035 -1.080 2.087
O -3.335 4.528 3.223
H -3.929 2.776 -0.492
H -2.669 0.204 -5.249
H -2.327 -3.873 -2.917
H -2.270 -0.390 -1.736
O 3.855 -0.887 -3.475
H -1.311 1.660 1.830
H 5.627 1.688 0.492
H -4.154 2.004 -2.579
H 2.592 2.070 -2.417
H -3.281 -0.865 0.609
O -4.091 2.918 -2.301
H -0.637 -4.839 1.662
O -3.082 -0.886 -1.632
H -1.079 3.904 -1.386
H 2.346 2.882 2.699
H 2.743 4.283 3.114
H 3.740 -2.564 1.868
O -0.825 0.580 -2.239
O 3.088 0.099 4.206
H 1.659 -1.171 1.240
O 1.524 -2.357 -3.309
O 1.843 -4.174 -0.416
O -0.302 -2.209 -5.170
H -2.491 -2.648 -2.042
H 1.403 -2.590 1.700
O 3.106 3.457 2.794
H -3.309 3.603 2.978
```

Output
Energy above the lowest of the compared OMol25 structures with the same formula, charge and spin   3.794 eV
Gap between HOMO and LUMO   0.3137 Ha
HOMO   -9.757 eV
Charge   0

=====

18.
The following is a quantum chemistry calculation of 28 unconnected molecules or ions with the total composition H56O28, from OMol25.

The geometry in XYZ format:
```
84
H56O28, DFT ωB97M-V/def2-TZVPD
H 13.375 14.137 8.202
O 6.421 11.922 12.414
H 13.546 13.633 13.366
H 10.870 16.833 10.146
H 8.965 8.580 11.263
H 6.438 11.261 11.711
O 12.208 9.021 7.776
O 14.316 13.907 8.343
O 13.747 15.165 10.986
O 14.712 8.372 8.730
H 14.327 14.889 10.247
H 9.859 10.762 13.473
H 7.745 8.174 5.930
O 9.014 10.459 8.285
H 7.134 15.208 7.824
H 11.564 15.278 7.865
H 9.851 12.230 12.771
H 8.211 10.108 9.813
O 8.563 8.459 6.302
H 10.880 7.061 10.419
H 16.342 12.230 10.340
O 11.446 10.866 9.719
H 11.279 11.719 10.100
H 8.810 13.488 7.490
H 16.605 11.264 8.286
O 13.189 9.582 11.550
H 7.606 14.263 9.075
H 16.811 10.548 6.977
H 16.010 10.347 12.131
O 8.115 9.897 10.769
H 12.434 5.945 8.108
O 11.163 9.556 13.712
H 12.116 9.440 13.845
O 12.540 13.500 13.317
H 15.634 12.524 12.489
O 15.336 13.427 12.738
H 12.079 7.008 4.750
H 8.596 13.563 11.071
H 8.500 10.653 11.291
H 11.996 15.826 10.110
H 11.511 7.629 9.175
H 12.447 10.006 10.972
H 11.054 13.965 10.395
H 10.957 8.968 12.971
H 11.870 8.206 5.687
O 11.436 7.433 5.293
O 15.359 10.942 11.655
H 7.288 13.000 11.483
H 14.705 14.558 7.771
O 7.713 13.429 10.729
H 16.222 13.416 9.465
H 13.127 8.670 8.049
H 14.576 7.429 8.813
H 13.415 6.246 12.699
O 9.460 12.988 6.929
H 10.591 10.521 9.393
H 12.363 12.844 14.019
H 12.560 6.107 6.656
O 11.919 14.533 7.367
H 9.029 9.857 7.499
O 13.363 6.747 11.864
O 13.020 5.698 7.406
H 11.115 13.952 7.359
O 11.367 6.819 9.648
O 9.613 7.903 11.609
H 14.031 14.538 11.652
H 9.098 13.017 6.051
O 16.856 12.728 9.650
O 16.871 10.405 7.922
O 9.332 11.515 13.095
H 13.230 8.694 11.238
H 15.591 8.633 8.395
O 11.396 16.305 9.553
H 12.771 6.282 11.233
H 16.108 13.977 12.882
O 11.036 13.271 11.033
H 9.215 8.040 5.716
H 14.449 10.424 11.543
H 9.133 11.313 7.943
H 9.052 7.307 12.163
H 12.218 9.885 8.278
H 6.960 11.448 13.030
O 7.929 14.723 8.228
H 11.632 13.418 11.813
```

Output
Energy above the lowest of the compared OMol25 structures with the same formula, charge and spin   0.000 eV
Gap between HOMO and LUMO   0.4040 Ha
HOMO   -10.838 eV
Charge   0

=====

19.
The following is a quantum chemistry calculation of 2 unconnected molecules or ions with the total composition H5ISi2, from OMol25.

The geometry in XYZ format:
```
8
H5ISi2, DFT ωB97M-V/def2-TZVPD
H -1.952 -0.662 -0.743
H -1.136 1.261 -0.913
Si 3.666 -1.998 0.072
I 3.858 0.496 -0.086
H 3.021 -1.939 1.315
Si -2.278 0.608 -0.161
H -3.444 1.417 -0.598
H -1.735 0.817 1.114
```

Output
Energy above the lowest of the compared OMol25 structures with the same formula, charge and spin   0.333 eV
Gap between HOMO and LUMO (alpha / beta)   0.2774 / 0.2588 Ha
Spin multiplicity   3
HOMO (alpha / beta)   -7.282 / -9.929 eV
Charge   0

=====

20.
The following is a quantum chemistry calculation of 2 unconnected molecules or ions with the total composition H5N2PS, from OMol25.

The geometry in XYZ format:
```
9
H5N2PS, DFT ωB97M-V/def2-TZVPD
P 0.530 0.429 0.829
H -1.048 -1.011 1.322
N 0.597 1.448 -0.433
H -0.184 1.480 -1.130
H 0.452 -1.535 -1.567
S 0.815 -2.357 -0.568
N -1.024 -0.107 0.949
H -1.262 -0.272 -0.073
H 1.364 1.921 -0.613
```

Output
Energy above the lowest of the compared OMol25 structures with the same formula, charge and spin   1.834 eV
Gap between HOMO and LUMO   0.2605 Ha
HOMO   -7.702 eV
Charge   0

=====

Number 1: E -4159.7467 eV. Number 2: E -4159.5302 eV. Number 3: E -4159.8830 eV. Number 4: E -4159.6657 eV. Number 5: E -4159.9107 eV. Number 6: E -4159.8422 eV. Number 7: E -4159.6543 eV. Number 8: E -4159.5776 eV. Number 9: E -4147.9389 eV. Number 10: E -4147.5607 eV. Number 11: E -14081.6735 eV. Number 12: E -31521.8854 eV. Number 13: E -12947.4786 eV. Number 14: E -12947.3818 eV. Number 15: E -20824.8090 eV. Number 16: E -29610.0541 eV. Number 17: E -56160.9185 eV. Number 18: E -58244.5397 eV. Number 19: E -23932.7077 eV. Number 20: E -23184.2105 eV.